No. 1
Below is C24H28BaF6N4O3PS as an isolated structure, with properties calculated with wB97M-V/def2-TZVPD.

Calculated values
frontier orbital gap (spin up / spin down): 7.02 / 6.16 eV
calculated total energy: -2740.62739 Eh
maximum force: 1.0 eV/A
M: 734.87 g/mol

```
! RIJCOSX wB97M-V def2-TZVPD def2/J DEFGRID3
* xyz 0 2
H 3.48855 6.08764 -2.68041
C -1.21893 2.97755 -0.57394
O 0.35717 -4.49620 0.84334
C 1.56829 -2.25684 4.34118
C -2.20613 1.96094 -0.12293
C 0.11741 -4.26623 -2.36801
Ba 0.92679 -0.16314 -0.41865
F 1.12563 1.00502 1.90123
H -2.53355 -4.64212 -1.74370
C -0.84158 -0.80373 3.68961
H 0.95947 -3.61499 -2.60305
C -1.58927 4.34223 -0.54847
H -3.97654 3.21394 -0.03699
H -0.72222 -1.73010 5.66253
H 0.48425 -5.26411 -2.12582
C -1.88884 -4.53725 -0.86747
C 0.29032 -3.58598 0.01783
F 1.34718 3.16305 2.61757
H 1.54062 -1.03259 6.03396
H -0.92148 -2.75940 3.00676
F 3.49157 2.73358 3.33853
C 1.52694 5.80846 -1.90492
H 1.55950 -1.33323 2.43051
H -2.24773 -1.41655 0.60248
S 2.41754 -0.91581 -3.10573
P 2.34241 1.92606 2.62159
F 3.22359 0.56430 2.65370
C -0.32660 -0.86746 5.12604
N -0.03011 2.57604 -0.97832
C 1.86161 0.43715 -3.90381
H -0.49672 0.13440 3.24849
H -2.55790 4.64230 -0.18042
H -0.52340 -4.34518 -3.25122
H -1.93048 -0.76660 3.70453
H -0.55773 0.04353 5.67606
H 4.04318 3.67859 -2.62000
H 1.26158 -3.05918 2.36412
C -4.42192 1.21776 0.55162
H -1.57677 -5.52583 -0.53681
H -2.46530 -4.07294 -0.06501
H 2.47778 2.04281 -1.84903
C 2.17392 3.08145 -1.83126
C -0.67045 -3.69549 -1.19730
C 0.88877 3.49399 -1.40163
C -2.64806 -0.41682 0.49772
H 1.14680 -3.10595 4.87951
N -0.39718 -1.90682 2.85806
H 1.55840 -0.18043 4.61933
N 1.44579 1.38224 -4.43801
H -1.40963 -2.30676 -2.39933
C 2.75443 5.38057 -2.31692
H 1.26404 6.85943 -1.92667
C -3.56883 2.22442 0.11952
C 0.57214 4.87591 -1.44042
H -5.46265 1.45730 0.72730
F 1.70106 1.46466 4.08486
H -0.95143 6.32735 -0.98755
C -0.69920 5.27344 -0.98727
F 2.86610 2.26671 1.15146
C -3.98442 -0.08744 0.75060
O 0.97237 -2.51465 0.00839
C 1.03451 -2.15257 2.92185
H 2.65527 -2.31842 4.35391
N 1.16498 -1.01804 5.08909
H -4.68455 -0.84700 1.07736
O -1.07113 -2.33901 -1.49546
C 3.07187 4.00825 -2.27549
C -1.90582 0.64603 0.09047
*
```

***

No. 2
Below is C3H6NO as an isolated structure in a non-equilibrium geometry, with properties calculated with wB97M-V/def2-TZVPD.

Calculated values
frontier orbital gap (spin up / spin down): 8.32 / 6.90 eV
calculated total energy: -247.37314 Eh
maximum force: 4.6 eV/A
M: 72.09 g/mol

```
! RIJCOSX wB97M-V def2-TZVPD def2/J DEFGRID3
* xyz 1 3
N -0.24298 1.40976 -1.09211
H -1.00900 1.63601 -1.71124
C -0.27835 0.22284 -0.40547
H 0.68624 1.84196 -1.18807
C -0.85892 -1.10392 0.64911
H 1.25657 0.43139 1.06029
H -1.48359 -1.96090 0.45900
C 0.93029 -0.22180 0.29592
H -1.14873 -0.55024 1.47638
O 0.42051 -1.42567 0.75414
H 1.72794 -0.27945 -0.29795
*
```